Here is a molecular structure, C13H26ClINOP2SYb at a distorted geometry from OMol25. Energies are from the ωB97M-V functional and the def2-TZVPD basis.

Its HOMO-LUMO gap (spin up / spin down) is 6.270 / 5.851 eV. Its total energy is -98991.749 eV. The HOMO energy (spin up / spin down) comes out at -13.747 / -13.891 eV.

```
! RIJCOSX wB97M-V def2-TZVPD def2/J DEFGRID3
* xyz 2 2
H -3.305 -2.790 0.233
C -3.937 0.146 -0.429
C 2.919 -2.951 3.502
H 1.296 -4.260 2.920
H 2.289 2.926 0.293
H -3.999 -0.459 -1.346
H 1.283 2.177 -2.677
C 3.402 -1.665 3.480
C -3.315 -2.121 1.108
I -1.185 3.552 -2.626
H 2.890 -1.291 -1.606
H -2.764 1.452 2.058
H 0.044 -2.424 1.707
N 2.674 -0.688 2.853
H 4.206 -0.160 -1.152
H -2.701 -2.574 1.901
H -4.881 0.070 0.126
H 3.005 0.275 2.864
H 3.484 -3.730 4.015
H 4.336 -1.340 3.929
C 2.036 1.382 -2.494
H -4.037 0.225 2.476
H -1.838 2.663 -5.576
C 3.232 -0.570 -0.850
C -2.484 1.885 -5.144
P -2.586 -0.501 0.644
C -1.929 1.474 -3.816
O -1.851 0.319 -3.398
H 3.035 1.812 -2.674
Cl -1.137 2.741 0.589
H -2.519 1.006 -5.810
H -3.492 2.304 -5.004
H -3.753 1.199 -0.696
C 1.691 -3.249 2.882
S 0.680 0.379 1.453
C 0.991 -2.255 2.210
H 1.868 0.549 -3.195
C -2.986 0.385 2.205
C 1.492 -0.955 2.191
H -4.347 -1.997 1.468
H -2.325 0.004 2.993
H 3.329 -1.088 0.110
H 3.775 2.413 -0.592
C 2.970 2.091 0.081
P 2.017 0.775 -0.755
Yb -0.959 1.142 -1.474
H 3.386 1.721 1.026
*
```

Löwdin atomic charge list, values in e, 5 entries: atom 1 (H): 0.046, atom 2 (C): -0.320, atom 3 (C): -0.008, atom 4 (H): 0.134, atom 5 (H): 0.053


Here is a molecular structure, C13H26ClN3O7P2Pt from OMol25. Energies are from the ωB97M-V functional and the def2-TZVPD basis.

Its energy above the lowest of the compared OMol25 structures with the same formula, charge and spin is 0.000 eV. Its HOMO-LUMO gap (spin up / spin down) is 7.739 / 6.297 eV. Its total energy is -67040.616 eV. The HOMO energy (spin up / spin down) comes out at -13.337 / -15.681 eV.

```
! RIJCOSX wB97M-V def2-TZVPD def2/J DEFGRID3
* xyz 2 5
H 3.148 2.115 -0.349
C 1.043 -2.638 0.864
N 0.592 -0.121 2.957
N 3.069 -0.557 0.183
C -1.430 -2.680 0.889
C -0.283 -3.234 -1.168
H -0.867 0.639 -4.279
H -3.598 -2.847 0.742
H 1.737 3.051 2.624
C 1.352 1.074 3.377
H -1.881 3.095 -3.021
C 1.181 2.157 2.332
C 3.791 0.503 0.901
H 0.832 -0.918 3.537
H -2.906 -0.283 -2.486
H -0.405 0.052 3.064
H 0.126 2.421 2.254
O -1.137 0.763 0.726
H -1.466 -3.885 -2.833
Pt 0.768 -0.391 0.663
C -2.169 2.750 -2.026
H 4.821 0.605 0.555
O 0.446 -0.318 -1.662
H 3.460 -1.468 0.394
Cl -4.157 -3.712 -1.859
H -1.650 3.339 -1.269
H 3.507 2.600 1.305
P -2.318 0.597 -0.208
H 1.011 1.447 4.344
O -2.858 -0.779 -0.505
H 0.650 -3.345 -1.704
C -0.223 -2.842 0.216
H -3.239 2.913 -1.914
O -2.584 0.542 -2.885
C -2.662 -2.873 0.203
O -0.065 0.981 -3.847
O 0.802 2.154 -1.854
C 3.056 1.815 0.696
H 3.824 0.228 1.955
H -4.346 1.301 0.159
H 1.101 2.217 0.292
C -1.468 -3.529 -1.812
H -1.456 -2.428 1.941
C -1.865 1.264 -1.879
O -3.438 1.554 0.371
H 2.399 0.793 3.488
C -2.664 -3.379 -1.137
H 3.127 -0.429 -0.825
H 1.093 -2.828 1.931
H 1.903 -3.003 0.316
P -0.110 0.919 -2.282
N 1.614 1.696 0.995
H 0.796 2.901 -2.470
*
```

Löwdin atomic charge list, values in e, 5 entries: atom 1 (H): 0.126, atom 2 (C): -0.110, atom 3 (N): -0.040, atom 4 (N): -0.037, atom 5 (C): 0.012


Here is 2 unconnected molecules or ions with the total composition C13H26IN4O4 at a distorted geometry from OMol25. Energies are from the ωB97M-V functional and the def2-TZVPD basis.

Its HOMO-LUMO gap is 1.378 eV. Its total energy is -36147.544 eV. The HOMO energy comes out at -1.005 eV.

```
! RIJCOSX wB97M-V def2-TZVPD def2/J DEFGRID3
* xyz -1 1
C 1.226 -1.279 -2.464
H 1.362 -0.376 3.929
H 3.457 -0.489 -5.830
H 5.644 -2.600 -5.356
H 0.054 1.019 -1.316
C -0.584 -0.866 4.777
N -1.398 0.867 0.770
H 0.978 -0.923 -4.545
C -4.561 2.228 1.276
H -4.260 1.807 0.317
H -1.774 1.667 0.312
I -3.232 -2.279 3.966
H 1.619 -1.291 -0.344
H -1.401 -0.297 5.224
C 3.815 -1.327 -5.196
H -5.321 1.583 1.711
H -2.599 1.136 3.788
C -3.375 2.354 2.212
H 0.320 1.014 4.177
O 6.097 -0.765 -6.131
H -0.315 -1.684 5.442
O 1.938 0.692 -3.719
O 3.032 -2.329 -5.062
H 1.088 0.250 5.563
C -2.927 0.991 2.758
C -1.072 -1.474 3.474
C 0.618 0.054 4.598
H 2.355 0.038 -1.221
H -3.154 3.949 3.349
C -0.355 0.056 0.404
H -3.768 0.297 2.788
H -0.028 0.110 -3.516
H 4.890 -2.194 -6.952
H 4.206 -0.864 -4.265
N -1.839 0.381 2.007
N -0.128 -0.859 1.298
H 1.633 1.475 -3.258
N 0.334 0.252 -0.735
H 0.356 -1.927 -2.348
H 2.121 -1.855 -2.697
H -2.546 2.800 1.666
O -3.730 3.185 3.313
C 5.325 -1.769 -6.022
C 0.964 -0.346 -3.626
H -4.997 3.208 1.098
C 1.459 -0.578 -1.145
H -0.506 -2.365 3.218
C -1.018 -0.679 2.314
*
```

Löwdin atomic charge list, values in e, 5 entries: atom 1 (C): -0.168, atom 2 (H): 0.072, atom 3 (H): 0.102, atom 4 (H): 0.098, atom 5 (H): 0.121


Here is 3 unconnected molecules or ions with the total composition C13H26N4O3P at a distorted geometry from OMol25. Energies are from the ωB97M-V functional and the def2-TZVPD basis.

Its energy above the lowest of the compared OMol25 structures with the same formula, charge and spin is 2.676 eV. Its HOMO-LUMO gap is 7.077 eV. Its total energy is -35283.977 eV. The HOMO energy comes out at -10.937 eV.

```
! RIJCOSX wB97M-V def2-TZVPD def2/J DEFGRID3
* xyz 1 1
C 4.619 0.880 0.855
O 2.043 0.483 2.023
N 2.435 5.088 3.149
C -0.355 -1.800 1.059
H -1.854 -5.491 -2.606
H -3.091 -6.051 -1.460
C -3.721 -6.061 -3.550
O -3.350 -4.137 -2.218
H -5.175 -3.680 -3.044
C -3.942 -4.833 -4.405
O -0.586 -0.710 0.154
C 2.676 7.422 1.327
H 4.441 -0.229 0.612
H 2.138 3.265 4.550
H 0.198 -2.574 0.516
C -1.715 -2.302 1.500
H 2.780 9.261 2.472
H 1.638 1.109 1.370
C -2.570 -2.001 0.287
H -3.803 -2.768 -3.711
H -2.440 0.164 0.305
H 3.963 3.579 0.566
C 2.529 3.699 3.573
H -4.789 -4.918 -5.087
N 3.515 3.787 1.462
H 4.512 8.628 1.878
N 3.205 6.093 0.962
H -1.709 -3.355 1.784
C 3.034 5.087 1.847
H 5.731 1.083 1.021
N 3.174 2.976 2.505
H -3.202 -6.870 -4.068
C -2.928 -5.498 -2.388
H -2.069 -1.719 2.357
C -1.978 -0.692 -0.199
P 3.561 1.236 2.393
H -2.082 -0.559 -1.278
C 3.394 8.463 1.927
H 0.258 -1.457 1.896
H -3.045 -4.628 -4.999
H -4.683 -6.444 -3.196
H 4.197 1.480 -0.032
C -4.128 -3.751 -3.360
H -2.427 -2.780 -0.469
H 1.564 7.608 1.127
H 3.675 5.847 0.085
H -3.636 -1.930 0.508
*
```

Löwdin atomic charge list, values in e, 5 entries: atom 1 (C): -0.270, atom 2 (O): -0.323, atom 3 (N): 0.141, atom 4 (C): -0.213, atom 5 (H): 0.118